41
Properties=species:S:1:pos:R:3 method="wB97M-V/def2-TZVPD" energy_ev=-68872.054 spin_multiplicity=1 fmax_ev_per_a=2.209 homo_lumo_gap_ha=0.279 e_lumo_ha=0.00700 e_homo_ev=-7.400
Zn 0.138 0.172 0.120
C 1.158 -3.436 -1.996
C 0.205 -2.325 -1.593
O 0.775 -1.344 -0.826
H 1.633 -3.892 -1.127
H 1.922 -3.092 -2.698
H 0.576 -4.197 -2.526
H -0.653 -2.801 -1.066
H -0.289 -1.917 -2.504
C -2.348 -0.712 3.419
C -0.896 -0.373 3.108
O -0.701 -0.055 1.795
H -2.584 -0.483 4.465
H -2.603 -1.758 3.234
H -3.032 -0.080 2.847
H -0.245 -1.198 3.448
H -0.669 0.479 3.786
C -2.969 -0.448 -0.780
O -1.784 0.288 -0.927
C -1.888 1.520 -1.607
C -0.472 1.953 -1.959
N 0.399 1.970 -0.763
C 1.846 2.090 -1.094
C 2.707 1.727 0.110
O 2.170 0.574 0.712
C 2.907 0.075 1.831
H -3.319 -0.884 -1.719
H -3.751 0.161 -0.312
H -2.756 -1.254 -0.080
H -2.382 2.255 -0.956
H -2.484 1.432 -2.521
H -0.521 2.961 -2.393
H -0.071 1.311 -2.742
H 0.201 2.831 -0.260
H 2.094 3.113 -1.399
H 2.061 1.463 -1.960
H 2.689 2.556 0.835
H 3.753 1.565 -0.168
H 3.144 0.875 2.531
H 3.780 -0.456 1.447
H 2.261 -0.669 2.290

---

46
Properties=species:S:1:pos:R:3 method="wB97M-V/def2-TZVPD" total_charge=-2 energy_ev=-34903.642 spin_multiplicity=1 fmax_ev_per_a=7.004 homo_lumo_gap_ha=0.149 e_lumo_ha=0.16279 e_homo_ev=0.387
N 0.739 -2.879 -3.651
C 1.225 -3.051 -2.263
O 0.546 -2.730 -1.263
C 2.703 -3.625 -2.012
C 3.701 -2.534 -2.657
B 4.627 -1.729 -1.568
C 3.744 -0.664 -0.635
O 2.991 0.259 -1.138
O 3.856 -0.745 0.741
H 0.320 -1.932 -3.650
H 1.554 -2.777 -4.285
H 2.899 -3.858 -0.922
H 2.767 -4.635 -2.567
H 4.350 -3.103 -3.425
H 3.116 -1.758 -3.267
H 5.381 -1.028 -2.208
H 5.319 -2.417 -0.883
O -3.135 -0.001 2.380
P -1.965 0.501 1.514
N -1.446 1.685 2.650
C -1.911 3.058 2.703
C -1.083 1.180 3.973
N -2.979 1.179 0.293
C -2.958 2.544 -0.194
C -4.326 0.641 0.157
N -0.598 0.964 0.480
C -0.436 -0.004 -0.633
C 0.744 1.108 1.078
H -1.614 3.579 1.786
H -1.409 3.622 3.491
H -2.990 3.125 2.842
H -0.210 0.526 3.889
H -1.897 0.611 4.435
H -0.806 1.981 4.665
H -3.526 3.218 0.456
H -3.405 2.606 -1.194
H -1.948 2.936 -0.316
H -5.005 1.055 0.912
H -4.326 -0.444 0.250
H -4.737 0.853 -0.836
H -0.144 -0.986 -0.257
H 0.305 0.343 -1.350
H -1.365 -0.133 -1.194
H 1.019 0.211 1.641
H 0.814 1.982 1.728
H 1.503 1.266 0.303

---

43
Properties=species:S:1:pos:R:3 method="wB97M-V/def2-TZVPD" total_charge=+3 energy_ev=-47616.607 spin_multiplicity=3 fmax_ev_per_a=3.945 s_squared=2.018 homo_lumo_gap_ha="0.346 / 0.144" e_lumo_ha="-0.42280 / -0.62531" e_homo_ev="-20.923 / -20.921"
O -1.721 0.471 1.406
V -0.528 0.385 0.450
C 0.340 3.247 1.961
O 0.357 2.336 0.866
C 1.066 2.921 -0.230
C 0.705 2.157 -1.509
N 0.864 0.718 -1.357
C 0.403 -0.027 -2.450
C -1.130 0.063 -2.575
O -1.776 0.121 -1.284
C -3.164 0.018 -1.398
H -0.386 2.808 2.646
H -0.206 4.171 1.771
H 1.308 3.429 2.428
H 2.139 2.923 -0.037
H 0.915 3.995 -0.334
H 1.469 2.476 -2.218
H -0.281 2.398 -1.908
H 1.862 0.563 -1.369
H 0.712 -1.071 -2.416
H 0.965 0.233 -3.347
H -1.298 -0.930 -2.992
H -1.397 0.741 -3.386
H -3.559 0.153 -0.390
H -3.390 -0.985 -1.759
H -3.598 0.812 -2.006
C 2.724 -2.436 1.649
C 1.486 -1.752 0.985
C 0.149 -2.481 1.225
O -0.868 -1.785 0.571
C -2.119 -2.298 0.829
N 1.313 -0.354 1.434
H 2.644 -2.652 2.715
H 3.616 -1.827 1.505
H 2.847 -3.369 1.101
H 1.525 -1.745 -0.104
H -0.080 -2.555 2.288
H 0.106 -3.422 0.676
H -2.880 -1.727 0.297
H -2.319 -2.176 1.894
H -2.343 -3.350 0.649
H 1.347 -0.338 2.443
H 2.181 0.139 1.282

---

39
Properties=species:S:1:pos:R:3 method="wB97M-V/def2-TZVPD" energy_ev=-21649.121 spin_multiplicity=1 fmax_ev_per_a=3.593 homo_lumo_gap_ha=0.334 e_lumo_ha=0.03349 e_homo_ev=-8.170
C 1.569 -1.705 -2.972
C 1.040 -0.705 -1.910
N -0.301 -0.921 -1.292
C -1.395 -0.644 -2.190
C -2.108 -1.968 -2.486
Si -0.707 0.288 0.068
C -2.146 -0.522 1.004
C -1.432 2.035 -0.237
N 0.586 0.519 1.401
C 1.780 1.325 0.832
C 1.977 2.497 1.717
C 1.010 -0.502 2.381
C 0.311 -0.220 3.692
H 1.146 -1.683 -3.924
H 1.446 -2.776 -2.724
H 2.644 -1.455 -3.154
H 1.740 -0.675 -1.110
H 1.107 0.311 -2.214
H -2.020 0.135 -1.860
H -0.960 -0.232 -3.109
H -2.693 -1.866 -3.443
H -1.389 -2.790 -2.666
H -2.706 -2.320 -1.626
H -2.372 0.093 1.883
H -1.845 -1.494 1.376
H -3.131 -0.648 0.600
H -1.445 2.789 0.560
H -2.459 1.942 -0.498
H -0.846 2.564 -0.983
H 2.605 0.660 0.730
H 1.541 1.755 -0.184
H 2.515 3.233 1.118
H 1.081 3.074 2.079
H 2.582 2.286 2.636
H 2.149 -0.600 2.499
H 0.698 -1.445 1.950
H 0.725 0.742 4.118
H -0.704 -0.108 3.447
H 0.408 -0.967 4.490

---

41
Properties=species:S:1:pos:R:3 method="wB97M-V/def2-TZVPD" total_charge=+4 energy_ev=-35882.396 spin_multiplicity=1 fmax_ev_per_a=0.736 homo_lumo_gap_ha=0.273 e_lumo_ha=-0.64524 e_homo_ev=-24.998
Os 0.107 -0.155 -0.078
C 1.323 0.386 2.803
O 0.436 0.756 1.635
C -0.212 2.116 1.690
C -1.520 1.958 0.961
O -1.150 1.298 -0.345
C -2.093 1.554 -1.507
H 1.881 1.285 3.056
H 1.990 -0.396 2.448
H 0.658 0.055 3.596
H 0.479 2.821 1.230
H -0.354 2.347 2.747
H -1.984 2.914 0.710
H -2.239 1.312 1.468
H -3.099 1.337 -1.156
H -1.783 0.875 -2.299
H -1.939 2.597 -1.776
C -1.787 -3.205 -0.186
P -0.131 -2.589 0.099
C 0.506 -3.170 1.676
C 1.021 -3.029 -1.255
C 2.259 -2.109 -1.393
P 1.859 -0.351 -1.710
C 3.246 0.745 -1.452
C 1.152 -0.161 -3.351
H -1.693 -4.291 -0.328
H -2.243 -2.780 -1.081
H -2.413 -3.022 0.691
H 0.476 -4.268 1.608
H -0.143 -2.861 2.497
H 1.541 -2.879 1.859
H 0.452 -3.083 -2.188
H 1.347 -4.054 -1.034
H 2.847 -2.417 -2.268
H 2.936 -2.176 -0.536
H 4.088 0.338 -2.030
H 3.545 0.789 -0.403
H 3.021 1.744 -1.833
H 1.972 -0.402 -4.044
H 0.852 0.873 -3.531
H 0.329 -0.850 -3.556

---

45
Properties=species:S:1:pos:R:3 method="wB97M-V/def2-TZVPD" total_charge=+2 energy_ev=-99309.248 spin_multiplicity=6 fmax_ev_per_a=4.937 s_squared=8.895 homo_lumo_gap_ha="0.238 / 0.217" e_lumo_ha="-0.33863 / -0.36383" e_homo_ev="-15.681 / -15.816"
C 0.006 1.133 -2.932
C -0.002 1.438 -1.485
H 0.011 2.036 -3.561
H -0.885 0.542 -3.182
H 0.889 0.532 -3.181
O -0.069 2.572 -1.045
I -0.064 -1.872 1.932
Fe -0.037 -0.351 0.063
P 2.332 -0.141 0.010
C 3.165 0.866 1.290
C 3.009 -1.820 0.345
H 4.051 -1.872 0.002
H 4.278 0.253 -1.364
H 2.401 -2.553 -0.198
H 2.871 -0.293 -2.338
H 2.741 0.580 2.263
H 2.948 -2.030 1.420
C 3.193 0.354 -1.513
H 4.251 0.716 1.251
H 2.955 1.398 -1.753
H 2.928 1.926 1.146
P -2.335 -0.121 0.007
C -3.122 0.913 1.304
C -3.190 0.388 -1.513
H -2.439 -2.532 -0.192
H -4.079 -1.830 0.009
H -2.975 -1.999 1.425
C -3.036 -1.790 0.350
H -2.876 -0.259 -2.341
H -4.275 0.297 -1.365
H -4.213 0.789 1.249
H -2.870 1.970 1.139
H -2.940 1.430 -1.749
H -2.774 0.605 2.298
Cl -0.014 -1.750 -1.630
C -0.998 2.670 3.282
S -0.046 1.821 2.002
C 0.793 3.320 1.459
O 0.924 1.027 2.864
H -1.651 3.452 2.870
H -0.225 3.095 3.903
H -1.566 1.920 3.823
H 1.365 3.676 2.316
H 1.396 3.135 0.574
H 0.006 4.013 1.180

---

45
Properties=species:S:1:pos:R:3 method="wB97M-V/def2-TZVPD" total_charge=+3 energy_ev=-67451.877 spin_multiplicity=1 fmax_ev_per_a=2.292 homo_lumo_gap_ha="0.163 / 0.168" e_lumo_ha="-0.51347 / -0.50565" e_homo_ev="-18.417 / -18.325"
I -0.059 2.792 -1.042
I -0.076 -2.839 -1.117
Sn -0.025 -0.015 -1.561
P -2.637 -0.049 -1.547
C -3.327 0.025 0.125
C -3.303 1.379 -2.453
H -4.374 1.196 -2.634
H -4.416 -1.321 -2.533
H -2.773 1.479 -3.411
H -2.834 -1.695 -3.302
H -3.022 0.957 0.616
H -3.158 2.297 -1.869
C -3.348 -1.513 -2.349
H -4.422 -0.023 0.059
H -3.219 -2.393 -1.706
H -2.953 -0.821 0.715
P 2.585 -0.015 -1.519
C 3.356 0.093 0.114
C 3.258 -1.502 -2.322
H 2.685 1.472 -3.419
H 4.295 1.210 -2.655
H 3.085 2.320 -1.897
C 3.227 1.393 -2.468
H 2.735 -1.672 -3.274
H 4.330 -1.333 -2.508
H 4.441 0.203 -0.017
H 3.146 -0.810 0.701
H 3.110 -2.378 -1.675
H 2.960 0.964 0.652
Cl -0.024 -0.038 -4.036
C 0.089 0.054 4.643
N -0.140 0.461 3.270
C -0.798 1.735 3.036
C 0.188 -0.316 2.210
C 0.876 -1.617 2.491
O -0.096 0.099 1.058
H -0.307 0.838 5.289
H 1.157 -0.077 4.849
H -0.423 -0.889 4.866
H -0.198 2.382 2.379
H -1.789 1.594 2.580
H -0.920 2.211 4.010
H 1.073 -2.108 1.532
H 1.820 -1.456 3.034
H 0.224 -2.273 3.086

---

45
Properties=species:S:1:pos:R:3 method="wB97M-V/def2-TZVPD" total_charge=+2 energy_ev=-62678.894 spin_multiplicity=1 fmax_ev_per_a=3.630 homo_lumo_gap_ha="0.151 / 0.150" e_lumo_ha="-0.40862 / -0.40895" e_homo_ev="-15.217 / -15.210"
I 1.309 2.601 -1.189
I 0.210 1.661 -4.215
Y -0.014 0.180 -1.080
P 2.546 -1.441 -2.119
C 3.890 -0.821 -3.200
C 3.542 -2.173 -0.741
H 4.480 -2.612 -1.085
H 3.125 -3.624 -3.054
H 2.941 -2.943 -0.241
H 1.322 -3.492 -2.749
H 4.254 0.166 -2.859
H 3.758 -1.406 0.005
C 2.236 -2.975 -3.102
H 4.737 -1.531 -3.261
H 2.031 -2.589 -4.111
H 3.378 -0.660 -4.161
P -2.903 1.601 -1.101
C -3.363 3.290 -1.616
C -4.362 0.739 -1.800
H -3.214 0.696 1.133
H -4.529 1.918 0.817
H -2.812 2.412 1.161
C -3.457 1.663 0.666
H -4.287 -0.355 -1.663
H -5.284 1.127 -1.353
H -4.386 3.547 -1.303
H -3.281 3.267 -2.713
H -4.287 0.958 -2.875
H -2.648 4.024 -1.204
Cl -1.286 -1.924 -1.230
C 0.587 -0.117 4.753
N 0.344 0.382 3.404
C 0.665 1.782 3.128
C 0.222 -0.432 2.354
C 0.092 -1.900 2.618
O 0.150 0.114 1.190
H 0.760 0.730 5.414
H 1.454 -0.788 4.797
H -0.317 -0.628 5.113
H 1.516 1.904 2.438
H -0.222 2.266 2.702
H 0.881 2.217 4.106
H -0.431 -2.442 1.823
H 1.100 -2.326 2.846
H -0.451 -2.066 3.556